Molecular formula: C25H23NO4
Method: DFT, the ωB97M-V functional and the def2-TZVPD basis

Summary:
- Energy relative to the best compared isomer or geometry (same formula, charge and spin): 0.060 eV
- Strongest force on any atom: 0.0118 Eh/bohr
- Frontier orbital gap: 8.34 eV
- Calculated total energy: -1322.23092 a.u.
- SMILES: COC(=O)c1ccccc1NC(=O)c1ccc(COc2ccc3c(c2)CCC3)cc1

Structure (ORCA input):
```
! RIJCOSX wB97M-V def2-TZVPD def2/J DEFGRID3
* xyz 0 1
C 1.062 0.442 -5.140
H 1.447 0.493 -6.155
H 1.826 0.748 -4.422
H 0.193 1.094 -5.025
O 0.696 -0.912 -4.924
C 0.170 -1.194 -3.727
O 0.021 -0.328 -2.881
C -0.193 -2.611 -3.570
C 0.024 -3.490 -4.635
C -0.311 -4.823 -4.539
C -0.874 -5.302 -3.363
C -1.097 -4.459 -2.296
C -0.762 -3.104 -2.373
N -0.971 -2.235 -1.320
C -1.536 -2.474 -0.097
O -1.924 -3.561 0.283
C -1.626 -1.266 0.774
C -1.639 0.044 0.300
C -1.752 1.100 1.184
C -1.844 0.877 2.552
C -1.841 -0.430 3.026
C -1.743 -1.487 2.146
H -1.749 -2.507 2.501
H -1.918 -0.616 4.088
C -1.972 2.034 3.513
O -1.464 3.254 3.030
C -0.112 3.378 2.855
C 0.812 2.357 3.063
C 2.149 2.623 2.842
C 2.580 3.877 2.426
C 1.664 4.890 2.222
C 0.321 4.635 2.435
H -0.421 5.402 2.280
H 1.984 5.869 1.897
C 4.074 3.898 2.276
H 4.524 4.391 3.142
H 4.400 4.429 1.382
C 4.442 2.406 2.242
H 4.451 2.060 1.207
H 5.423 2.211 2.672
C 3.315 1.693 3.005
H 3.563 1.597 4.066
H 3.113 0.694 2.617
H 0.506 1.370 3.375
H -1.511 1.776 4.478
H -3.036 2.235 3.691
H -1.766 2.114 0.814
H -1.583 0.262 -0.756
H -0.651 -1.287 -1.517
H -1.534 -4.832 -1.385
H -1.142 -6.345 -3.279
H -0.137 -5.487 -5.371
H 0.459 -3.103 -5.542
*
```

Molecular formula: C35H24BrCl2F5NO5PtS
Method: DFT, the ωB97M-V functional and the def2-TZVPD basis

Summary:
- Energy relative to the best compared isomer or geometry (same formula, charge and spin): 1.541 eV
- Strongest force on any atom: 0.0155 Eh/bohr
- Frontier orbital gap (spin up / spin down): 7.06 / 7.06 eV
- Calculated total energy: -6290.43601 a.u.

Structure (ORCA input):
```
! RIJCOSX wB97M-V def2-TZVPD def2/J DEFGRID3
* xyz -1 1
Pt 0.885 -0.354 -2.405
O -1.846 -0.153 -2.170
S -1.599 0.872 -1.115
C -3.096 1.870 -1.055
C -3.242 2.824 -0.059
C -4.400 3.584 -0.019
C -5.404 3.375 -0.957
C -5.252 2.400 -1.931
C -4.093 1.637 -1.984
C -0.589 2.126 -1.930
C 0.137 3.046 -1.188
C 0.898 3.990 -1.856
C 0.943 3.996 -3.247
C 0.216 3.069 -3.972
C -0.573 2.130 -3.315
H -2.465 2.970 0.677
H -4.523 4.334 0.751
H -6.310 3.965 -0.918
H -6.041 2.228 -2.653
H -3.950 0.858 -2.721
H 0.140 2.990 -0.108
H 1.482 4.703 -1.290
H 1.564 4.718 -3.760
H 0.267 3.056 -5.053
H -1.150 1.393 -3.858
F 2.074 0.182 -4.772
C 1.110 -0.688 -4.291
F -0.021 -0.427 -5.053
C 1.569 -2.090 -4.763
F 2.634 -2.515 -4.090
F 1.915 -2.064 -6.075
F 0.593 -2.990 -4.648
Cl -0.525 0.872 2.451
C 0.069 1.905 3.706
C -0.841 2.675 4.411
C -0.408 3.600 5.347
C 0.951 3.748 5.574
C 1.846 2.949 4.892
Cl 3.550 3.155 5.209
C 1.451 1.987 3.950
N 2.380 1.228 3.281
C 2.250 -0.165 3.035
C 1.629 -0.968 3.987
C 1.460 -2.321 3.757
C 1.927 -2.883 2.577
C 2.560 -2.082 1.645
C 2.736 -0.717 1.853
C 3.370 0.094 0.753
C 2.508 0.097 -0.496
O 3.026 -0.122 -1.620
O 1.258 0.285 -0.362
H -1.892 2.556 4.191
H -1.120 4.206 5.888
H 1.328 4.468 6.286
H 3.317 1.597 3.270
H 1.262 -0.517 4.901
H 0.956 -2.934 4.493
H 1.780 -3.936 2.376
H 2.887 -2.510 0.705
H 4.348 -0.311 0.493
H 3.509 1.138 1.041
Br -1.445 -6.825 2.428
C -1.055 -6.139 0.692
C -1.055 -7.005 -0.388
C -0.766 -6.491 -1.645
C -0.465 -5.147 -1.806
C -0.482 -4.291 -0.713
C -0.789 -4.790 0.547
C -0.188 -2.807 -0.863
O -0.769 -2.030 -0.108
O 0.650 -2.541 -1.778
H -1.276 -8.054 -0.247
H -0.765 -7.153 -2.501
H -0.200 -4.745 -2.773
H -0.839 -4.112 1.387
*
```

Molecular formula: C34H32CoFIN3O4
Method: DFT, the ωB97M-V functional and the def2-TZVPD basis

Summary:
- Strongest force on any atom: 0.0188 Eh/bohr
- Frontier orbital gap (spin up / spin down): 7.95 / 5.09 eV
- Calculated total energy: -3560.43520 a.u.

Structure (ORCA input):
```
! RIJCOSX wB97M-V def2-TZVPD def2/J DEFGRID3
* xyz 0 5
Co -0.284 1.012 -0.067
I 1.852 3.009 -2.061
C 1.294 4.215 -0.426
C 2.153 5.232 -0.124
C 1.781 6.197 0.836
C 0.547 6.143 1.407
C -0.361 5.104 1.090
C -1.673 5.123 1.622
C -2.574 4.176 1.249
C -2.170 3.099 0.421
C -0.885 2.956 -0.055
C 0.015 4.052 0.196
H 3.105 5.318 -0.633
H 2.468 7.001 1.075
H 0.233 6.914 2.103
H -1.952 5.917 2.308
H -3.591 4.213 1.627
H -2.915 2.343 0.196
C -3.728 -0.371 -1.632
C -3.274 -0.480 -0.216
N -2.145 -0.035 0.292
C -2.162 -0.337 1.636
C -3.337 -0.953 1.946
N -4.023 -1.025 0.766
C -3.917 -1.589 3.157
O -3.245 -1.448 4.267
O -4.963 -2.193 3.054
C -1.032 0.103 2.515
O -1.063 -0.196 3.719
O -0.126 0.784 1.934
H -3.233 0.463 -2.122
H -4.806 -0.216 -1.670
H -3.499 -1.286 -2.188
H -4.926 -1.470 0.688
H -2.372 -0.950 4.099
C 3.300 0.741 0.217
C 3.178 -0.319 1.310
C 2.763 0.333 2.633
C 2.305 -1.542 0.994
C 2.668 -2.690 1.698
C 2.035 -3.905 1.525
C 1.004 -4.000 0.609
C 0.597 -2.904 -0.136
C -0.563 -3.133 -1.106
C -1.749 -3.789 -0.390
C -0.153 -4.015 -2.293
C 1.252 -1.657 0.062
N 0.829 -0.554 -0.758
C 1.127 -0.673 -2.091
C 2.221 -1.429 -2.573
C 2.522 -1.470 -3.918
C 1.724 -0.793 -4.839
C 0.627 -0.052 -4.405
C 0.369 0.006 -3.063
F -0.689 0.684 -2.650
H 4.107 1.434 0.460
H 2.386 1.328 0.143
H 3.511 0.309 -0.765
H 4.175 -0.735 1.466
H 1.767 0.769 2.565
H 3.475 1.120 2.897
H 2.748 -0.400 3.442
H 3.492 -2.614 2.401
H 2.349 -4.773 2.092
H 0.499 -4.950 0.469
H -0.905 -2.176 -1.493
H -1.552 -4.847 -0.188
H -2.644 -3.742 -1.018
H -1.959 -3.304 0.564
H 0.150 -5.007 -1.942
H 0.680 -3.590 -2.853
H -0.997 -4.145 -2.979
H 2.842 -1.949 -1.853
H 3.383 -2.035 -4.255
H 1.952 -0.838 -5.897
H -0.019 0.481 -5.092
*
```

Molecular formula: C18H29BO10S2
Method: DFT, the ωB97M-V functional and the def2-TZVPD basis

Summary:
- Energy relative to the best compared isomer or geometry (same formula, charge and spin): 8.113 eV
- Strongest force on any atom: 0.1788 Eh/bohr
- Frontier orbital gap: 8.27 eV
- Calculated total energy: -2276.66692 a.u.
- SMILES: CCB(O)C1=C(CCOC(C)=O)C(=O)OC1=O.O=S1(=O)CCCC1.O=S1(=O)CCCC1

Structure (ORCA input):
```
! RIJCOSX wB97M-V def2-TZVPD def2/J DEFGRID3
* xyz 0 1
C 4.303 1.863 -1.066
C 2.845 1.302 -1.564
B 1.563 1.872 -0.650
O 1.715 2.796 0.491
C 0.060 1.336 -1.169
C -0.312 -0.110 -1.004
C 0.591 -1.309 -0.343
C -0.376 -2.516 0.204
O 0.327 -3.794 0.464
C 0.823 -4.376 -0.822
C 2.402 -4.904 -0.814
O 0.065 -4.440 -1.937
C -1.799 -0.102 -1.699
O -2.640 -1.082 -2.043
O -2.287 1.243 -2.061
C -1.147 2.175 -1.909
O -1.014 3.446 -2.295
H 4.421 1.990 0.092
H 4.524 2.861 -1.668
H 5.121 1.076 -1.434
H 2.613 1.659 -2.668
H 2.738 0.122 -1.532
H 1.704 2.298 1.371
H 1.157 -0.854 0.603
H 1.434 -1.650 -1.084
H -1.305 -2.721 -0.478
H -0.795 -2.162 1.264
H 3.004 -4.165 -0.099
H 2.382 -6.004 -0.380
H 2.798 -4.850 -1.918
C 5.084 1.715 3.741
C 4.225 1.609 5.001
C 3.002 0.762 4.652
S 3.510 -0.332 3.334
O 2.773 0.014 2.137
O 3.575 -1.689 3.840
C 5.168 0.303 3.180
H 6.076 2.120 3.959
H 4.597 2.379 3.017
H 4.800 1.116 5.794
H 3.930 2.595 5.373
H 2.665 0.170 5.506
H 2.180 1.381 4.280
H 5.483 0.274 2.135
H 5.825 -0.325 3.789
C -5.547 -0.370 -2.436
C -6.627 0.006 -3.449
C -7.815 0.564 -2.667
S -7.140 1.268 -1.170
O -7.622 0.500 -0.041
O -7.252 2.712 -1.230
C -5.447 0.811 -1.482
H -4.589 -0.576 -2.922
H -5.850 -1.271 -1.889
H -6.239 0.774 -4.128
H -6.925 -0.852 -4.060
H -8.339 1.341 -3.230
H -8.515 -0.227 -2.383
H -4.947 0.564 -0.544
H -4.953 1.662 -1.960
*
```

Molecular formula: C56H46Ge2HgNOP
Method: DFT, the ωB97M-V functional and the def2-TZVPD basis

Summary:
- Strongest force on any atom: 0.0172 Eh/bohr
- Frontier orbital gap (spin up / spin down): 5.85 / 3.96 eV
- Calculated total energy: -6939.98651 a.u.

Structure (ORCA input):
```
! RIJCOSX wB97M-V def2-TZVPD def2/J DEFGRID3
* xyz -2 1
Hg 0.347 0.186 -0.051
O 3.198 -2.559 -0.377
N 3.254 -2.301 1.015
C 4.474 -2.106 1.477
C 4.500 -1.514 2.751
C 5.670 -1.424 3.554
C 5.635 -0.870 4.805
C 4.429 -0.359 5.328
C 3.282 -0.413 4.547
C 3.266 -0.976 3.275
P 1.777 -1.012 2.194
C 0.722 0.210 3.165
C 1.194 1.528 3.206
C 0.437 2.555 3.733
C -0.844 2.301 4.217
C -1.345 1.013 4.155
C -0.569 -0.017 3.629
C 0.963 -2.598 2.680
C 0.766 -2.948 4.010
C 0.154 -4.148 4.351
C -0.264 -5.025 3.360
C -0.072 -4.689 2.025
C 0.531 -3.484 1.696
H 2.358 -2.152 -0.635
H 5.359 -2.323 0.887
H 6.597 -1.830 3.163
H 6.542 -0.827 5.399
H 4.394 0.070 6.321
H 2.369 0.012 4.947
H 2.177 1.749 2.802
H 0.836 3.562 3.749
H -1.447 3.106 4.622
H -2.350 0.795 4.498
H -0.988 -1.012 3.592
H 1.096 -2.272 4.791
H 0.007 -4.398 5.396
H -0.750 -5.957 3.624
H -0.396 -5.359 1.238
H 0.670 -3.228 0.652
C 0.614 2.186 -0.549
Ge 1.103 2.333 -2.405
C -0.136 1.748 -3.829
C 0.041 2.170 -5.149
C -0.806 1.739 -6.161
C -1.861 0.884 -5.865
C -2.067 0.475 -4.556
C -1.208 0.906 -3.551
C 1.317 4.277 -2.818
C 2.490 4.857 -3.296
C 2.608 6.235 -3.456
C 1.543 7.064 -3.139
C 0.361 6.505 -2.667
C 0.256 5.131 -2.509
C 2.852 1.553 -2.896
C 3.984 1.879 -2.145
C 5.214 1.291 -2.399
C 5.339 0.350 -3.411
C 4.224 -0.003 -4.156
C 2.995 0.593 -3.897
H 0.857 2.845 -5.389
H -0.647 2.073 -7.181
H -2.520 0.538 -6.655
H -2.899 -0.173 -4.307
H -1.379 0.582 -2.530
H 3.334 4.224 -3.548
H 3.537 6.661 -3.820
H 1.633 8.139 -3.251
H -0.476 7.145 -2.409
H -0.667 4.709 -2.121
H 3.894 2.592 -1.332
H 6.074 1.555 -1.793
H 6.297 -0.118 -3.607
H 4.308 -0.752 -4.936
H 2.131 0.297 -4.482
C -4.312 2.500 -1.680
C -4.521 1.208 -2.138
C -3.849 0.142 -1.550
C -2.958 0.330 -0.494
C -2.768 1.642 -0.047
C -3.431 2.713 -0.628
Ge -1.918 -1.163 0.386
C -3.139 -1.417 1.947
C -4.115 -0.498 2.326
C -4.917 -0.715 3.441
C -4.762 -1.860 4.207
C -3.794 -2.789 3.848
C -2.996 -2.563 2.736
C -2.497 -2.640 -0.815
C -3.633 -3.422 -0.612
C -4.005 -4.406 -1.520
C -3.250 -4.624 -2.664
C -2.115 -3.856 -2.886
C -1.743 -2.887 -1.965
H -4.820 3.336 -2.148
H -5.202 1.028 -2.964
H -4.019 -0.858 -1.936
H -2.070 1.845 0.760
H -3.241 3.717 -0.266
H -4.256 0.405 1.745
H -5.665 0.023 3.713
H -5.386 -2.026 5.078
H -3.653 -3.689 4.437
H -2.233 -3.291 2.486
H -4.244 -3.258 0.269
H -4.893 -5.002 -1.335
H -3.545 -5.386 -3.377
H -1.519 -4.011 -3.778
H -0.846 -2.301 -2.149
*
```

Molecular formula: C2H4N2O
Method: DFT, the ωB97M-V functional and the def2-TZVPD basis

Summary:
- Energy relative to the best compared isomer or geometry (same formula, charge and spin): 5.308 eV
- Strongest force on any atom: 0.0934 Eh/bohr
- Frontier orbital gap: 10.79 eV
- Calculated total energy: -263.16819 a.u.
- SMILES: CON1C=N1

Structure (ORCA input):
```
! RIJCOSX wB97M-V def2-TZVPD def2/J DEFGRID3
* xyz 0 1
C -1.914 0.509 0.029
C 1.426 -0.249 0.078
N -0.637 0.051 -0.452
N -1.958 -0.703 -0.251
O 0.221 -0.014 0.629
H -2.479 1.341 0.418
H 2.177 -0.475 0.893
H 1.264 -1.043 -0.688
H 1.899 0.583 -0.655
*
```

Molecular formula: C26H52BeBrCaCl2CsF2N5O13P
Method: DFT, the ωB97M-V functional and the def2-TZVPD basis

Summary:
- Strongest force on any atom: 0.2113 Eh/bohr
- Frontier orbital gap: 1.72 eV
- Calculated total energy: -7020.62484 a.u.

Structure (ORCA input):
```
! RIJCOSX wB97M-V def2-TZVPD def2/J DEFGRID3
* xyz 0 1
C 3.469 2.286 -1.015
C 2.544 1.613 -0.601
N 1.402 0.660 -0.568
C 1.571 0.154 0.777
N 2.674 -0.392 1.169
C 2.807 -0.954 2.539
O 3.778 -2.020 2.524
C 4.934 -1.484 3.131
C 5.403 -1.906 4.547
O 5.556 -0.648 2.553
N 0.347 0.320 1.468
C 0.357 1.111 2.693
O 0.539 0.341 3.881
C 0.676 1.260 4.994
C 2.220 1.387 5.259
O 2.557 2.528 6.051
C 4.004 2.529 6.155
C 4.675 3.668 5.327
C -0.729 0.658 0.453
N -1.695 -0.410 0.421
C -1.521 -1.480 -0.555
C -0.143 -2.208 -0.580
C -0.002 1.315 -0.777
N 0.342 2.681 -0.402
C -0.422 3.722 -1.132
C -0.267 5.103 -0.271
C -0.304 0.996 -2.266
Cl 0.911 1.758 -3.413
C -1.704 1.348 -2.856
C -2.077 0.407 -4.074
Cl -3.104 1.394 -1.736
H 4.234 3.038 -1.238
H 3.508 -0.491 0.581
H 3.176 -0.185 3.246
H 1.817 -1.374 2.815
H 6.445 -2.289 4.428
H 4.753 -2.678 5.008
H 5.481 -1.018 5.219
H -0.545 1.749 2.836
H 1.241 1.823 2.644
H 0.188 0.767 5.869
H 0.211 2.252 4.794
H 2.545 0.426 5.726
H 2.690 1.559 4.248
H 4.420 1.565 5.760
H 4.299 2.601 7.231
H 4.297 3.709 4.274
H 5.763 3.401 5.241
H 4.650 4.655 5.838
H -1.320 1.523 0.869
H -1.697 -0.844 1.347
H -2.285 -2.270 -0.324
H -1.772 -1.175 -1.601
H 0.346 -2.317 0.445
H 0.626 -1.700 -1.215
H -0.197 -3.250 -0.992
H 0.295 2.797 0.617
H -1.521 3.561 -1.232
H 0.061 3.944 -2.115
H -0.561 6.007 -0.893
H 0.844 5.222 0.020
H -0.923 4.969 0.675
H -0.142 -0.104 -2.414
H -1.628 2.368 -3.315
H -3.051 0.769 -4.486
H -1.333 0.615 -4.883
H -2.125 -0.665 -3.793
C -0.662 -2.541 -5.857
O -0.294 -3.279 -6.803
O -1.735 -1.736 -6.207
O -0.221 -2.435 -4.695
H -1.784 -2.080 -7.113
Ca -0.389 7.937 -1.603
O -0.245 2.302 -7.051
H -0.216 2.082 -6.118
F -0.228 -3.231 -2.623
C -6.140 8.830 -0.930
C -4.718 8.245 -0.841
O -3.862 9.161 -1.210
H -6.386 9.141 -1.947
H -6.876 8.072 -0.629
H -6.259 9.687 -0.267
H -4.765 7.280 -1.466
H -4.632 7.839 0.191
C -1.780 -5.624 -1.716
O -2.185 -6.976 -2.015
P -1.595 -8.160 -1.165
O -1.329 -7.858 0.243
O -0.340 -8.667 -1.988
C 0.723 -7.734 -2.226
O -2.705 -9.328 -1.417
C -2.873 -10.370 -0.433
H -2.640 -4.971 -1.847
H -1.416 -5.520 -0.693
H -1.001 -5.314 -2.412
H 0.848 -7.048 -1.387
H 0.509 -7.169 -3.134
H 1.648 -8.289 -2.368
H -3.940 -10.517 -0.280
H -2.415 -10.102 0.517
H -2.436 -11.295 -0.807
Be -4.944 5.343 -1.198
F -3.985 3.707 -2.695
Cs 2.305 5.395 0.634
Br -2.628 -9.473 -3.374
*
```